(1)
Entry from the Open Molecules 2025 dataset: a molecular structure, C16H31F3O3P2STi (ωB97M-V/def2-TZVPD).

Summary:
Multiplicity = 3
Expectation value of S² = 2.01
Energy relative to the best compared isomer or geometry (same formula, charge and spin) = 0.000 eV
LUMO energy (spin up / spin down) = 0.46 / 0.13 eV
Total charge = 0
E = -83915.0398 eV
Highest occupied orbital energy (spin up / spin down) = -6.66 / -7.96 eV
Orbital gap (spin up / spin down) = 7.1 / 8.1 eV

Structure (XYZ):
```
57
Properties=species:S:1:pos:R:3:nbo_charge:R:1
P 0.18 -1.84 -2.42 0.84
P -2.11 -1.78 -0.11 0.83
C -0.90 -3.32 -2.13 -0.71
C -2.26 -2.92 -1.57 -0.71
H -0.36 -3.99 -1.44 0.22
H -1.01 -3.82 -3.11 0.21
H -2.87 -2.39 -2.33 0.22
H -2.82 -3.80 -1.22 0.21
C -1.74 -3.08 1.15 -0.94
H -1.79 -2.64 2.16 0.24
H -0.73 -3.48 1.00 0.23
H -2.47 -3.89 1.07 0.22
C -3.92 -1.57 0.09 -0.94
H -4.40 -2.55 0.22 0.22
H -4.31 -1.09 -0.82 0.23
H -4.13 -0.92 0.95 0.23
C 1.64 -2.76 -3.00 -0.94
H 2.43 -2.05 -3.28 0.24
H 1.37 -3.38 -3.87 0.21
H 2.00 -3.40 -2.18 0.24
C -0.60 -1.24 -3.97 -0.95
H -1.61 -0.86 -3.77 0.24
H -0.66 -2.06 -4.69 0.22
H 0.01 -0.43 -4.38 0.24
Ti 1.30 2.47 0.97 1.42
C -0.84 1.70 1.13 -0.35
C -0.06 0.79 1.83 -0.34
C 0.50 -0.49 1.30 -0.47
C 1.93 -0.47 0.73 -0.42
C 2.23 0.70 -0.14 -0.31
C 1.34 1.35 -0.99 -0.34
C -0.11 1.05 -1.24 -0.52
C -1.21 1.59 -0.31 -0.43
C 2.44 3.99 0.12 -1.20
H -1.46 2.41 1.70 0.24
H -0.06 0.85 2.92 0.24
H -0.16 -0.88 0.51 0.24
H 0.48 -1.24 2.12 0.22
H 2.65 -0.52 1.56 0.22
H 2.06 -1.42 0.19 0.22
H 3.30 0.92 -0.23 0.24
H 1.78 2.01 -1.74 0.24
H -0.24 -0.06 -1.25 0.27
H -0.36 1.39 -2.26 0.22
H -1.54 2.58 -0.68 0.21
H -2.08 0.93 -0.47 0.23
H 1.94 4.97 0.27 0.22
H 2.53 3.77 -0.96 0.21
H 3.47 4.10 0.54 0.23
F 1.99 2.95 5.77 -0.30
C 1.04 3.13 4.83 0.76
F 0.40 1.95 4.64 -0.31
F 0.14 4.03 5.26 -0.30
S 1.84 3.68 3.21 2.27
O 2.74 4.76 3.40 -0.84
O 2.40 2.37 2.62 -0.92
O 0.64 3.90 2.30 -0.92
```

=====

(2)
Entry from the Open Molecules 2025 dataset: a molecular structure, C16H31F3P2Ti (ωB97M-V/def2-TZVPD).

Summary:
LUMO energy (spin up / spin down) = -10.54 / -10.62 eV
Total charge = +2
E = -66919.5233 eV
Highest occupied orbital energy (spin up / spin down) = -13.71 / -13.71 eV
Orbital gap (spin up / spin down) = 3.2 / 3.1 eV

Structure (XYZ):
```
53
Properties=species:S:1:pos:R:3:nbo_charge:R:1
P 0.16 -1.64 1.81 0.69
P -0.03 1.49 1.90 0.68
C -0.12 -0.74 0.21 -0.71
C 0.35 0.71 0.28 -0.71
H -1.20 -0.80 0.01 0.26
H 0.40 -1.28 -0.59 0.30
H 1.44 0.79 0.14 0.26
H -0.11 1.31 -0.52 0.30
C -1.69 2.20 1.64 -0.92
H -1.95 2.82 2.50 0.28
H -2.44 1.40 1.55 0.26
H -1.69 2.80 0.72 0.29
C 1.03 2.94 2.06 -0.93
H 0.95 3.56 1.15 0.29
H 2.07 2.63 2.20 0.27
H 0.71 3.52 2.94 0.29
C -0.89 -3.11 1.77 -0.93
H -0.63 -3.79 2.59 0.27
H -0.75 -3.63 0.80 0.28
H -1.94 -2.81 1.88 0.27
C 1.85 -2.32 1.58 -0.91
H 2.59 -1.51 1.61 0.26
H 1.89 -2.83 0.60 0.29
H 2.06 -3.03 2.39 0.27
Ti 0.01 -0.12 3.70 2.10
C 0.57 1.62 -3.49 -0.19
C -0.74 1.67 -3.25 -0.19
C -1.83 0.89 -3.93 -0.44
C -1.41 -0.46 -4.56 -0.45
C -0.72 -1.42 -3.63 -0.18
C 0.58 -1.49 -3.34 -0.20
C 1.69 -0.66 -3.91 -0.44
C 1.29 0.73 -4.47 -0.45
C 0.07 -1.78 5.03 -1.18
H 1.22 2.35 -2.99 0.20
H -1.12 2.44 -2.56 0.19
H -2.29 1.50 -4.72 0.24
H -2.63 0.70 -3.19 0.20
H -2.33 -0.95 -4.92 0.23
H -0.81 -0.26 -5.45 0.22
H -1.39 -2.19 -3.20 0.20
H 0.93 -2.30 -2.69 0.19
H 2.18 -1.21 -4.73 0.24
H 2.47 -0.53 -3.14 0.20
H 2.22 1.24 -4.76 0.23
H 0.72 0.59 -5.39 0.22
H 0.74 -1.48 5.85 0.29
H 0.41 -2.73 4.59 0.26
H -0.95 -1.90 5.44 0.28
F -0.56 2.76 4.89 -0.33
C -0.20 1.49 5.31 0.49
F 0.98 1.67 6.02 -0.30
F -1.15 1.15 6.25 -0.30
```

=====

(3)
Entry from the Open Molecules 2025 dataset: 5 unconnected molecules or ions with the total composition C16H31N2O19S4 (ωB97M-V/def2-TZVPD).

Summary:
LUMO energy = -2.79 eV
Total charge = +1
E = -102306.2743 eV
Highest occupied orbital energy = -12.08 eV
Orbital gap = 9.3 eV

Structure (XYZ):
```
72
Properties=species:S:1:pos:R:3:mulliken_charge:R:1
O 5.90 3.15 -1.52 -0.63
C 5.13 3.89 -0.57 0.53
C 5.46 5.37 -0.68 -0.86
C 4.27 6.32 -0.60 -0.74
C 3.13 5.96 -1.58 -0.70
C 1.88 5.46 -0.95 0.25
C 1.58 4.34 -0.24 -0.47
N 0.23 4.37 0.06 0.02
C -0.30 5.47 -0.46 0.21
C -1.76 5.79 -0.34 -0.55
O -2.40 5.69 -1.62 -0.20
O -1.84 4.62 -2.35 -0.30
N 0.66 6.15 -1.06 -0.06
H 5.28 2.71 -2.12 0.38
H 5.39 3.52 0.42 0.32
H 4.09 3.66 -0.75 -0.53
H 6.15 5.64 0.12 0.30
H 5.99 5.53 -1.61 0.37
H 4.64 7.29 -0.91 0.33
H 3.93 6.45 0.42 0.41
H 3.47 5.24 -2.31 0.34
H 2.87 6.85 -2.14 0.42
H 2.21 3.54 0.07 0.69
H -0.26 3.65 0.56 0.28
H -2.21 5.07 0.33 0.30
H -1.93 6.81 -0.02 0.31
H -2.40 3.85 -2.17 0.33
H 0.53 7.02 -1.54 0.27
C 2.09 -0.52 -0.83 -0.24
C 3.60 -0.46 -0.82 -0.25
O 3.94 0.11 -2.10 -0.36
S 2.83 1.14 -2.55 0.91
O 3.26 2.46 -2.20 -0.36
O 2.41 0.84 -3.86 -0.59
O 1.70 0.71 -1.50 -0.30
H 1.72 -1.36 -1.41 0.31
H 1.66 -0.55 0.16 0.23
H 4.06 -1.43 -0.71 0.36
H 3.97 0.21 -0.03 0.25
C 1.85 -4.63 3.73 -0.35
C 0.61 -3.92 3.22 -0.19
O 1.08 -2.60 2.88 -0.32
S 2.59 -2.69 2.36 1.15
O 2.60 -2.71 0.94 -0.55
O 3.37 -1.75 3.07 -0.60
O 2.90 -4.16 2.87 -0.29
H 2.08 -4.34 4.76 0.32
H 1.77 -5.71 3.67 0.30
H -0.18 -3.86 3.97 0.28
H 0.22 -4.39 2.32 0.24
C -4.05 -3.01 1.09 -0.24
C -4.50 -2.31 2.35 -0.31
O -4.69 -3.37 3.29 -0.33
S -3.64 -4.54 3.01 1.07
O -2.53 -4.40 3.88 -0.53
O -4.35 -5.76 2.91 -0.55
O -3.19 -4.06 1.55 -0.25
H -4.89 -3.46 0.55 0.18
H -3.51 -2.36 0.41 0.35
H -5.43 -1.76 2.22 0.32
H -3.73 -1.63 2.74 0.27
C -5.74 -7.01 -1.00 -0.17
C -7.03 -6.38 -1.50 -0.35
O -6.63 -5.05 -1.87 -0.31
S -5.14 -5.06 -2.43 1.09
O -5.15 -5.10 -3.84 -0.55
O -4.40 -4.07 -1.72 -0.48
O -4.73 -6.50 -1.88 -0.29
H -5.51 -6.69 0.02 0.16
H -5.76 -8.10 -1.05 0.30
H -7.80 -6.34 -0.75 0.32
H -7.40 -6.89 -2.39 0.30
```

=====

(4)
Entry from the Open Molecules 2025 dataset: a molecular structure, C16H31NOP2Sr (ωB97M-V/def2-TZVPD).

Summary:
Energy relative to the best compared isomer or geometry (same formula, charge and spin) = 3.000 eV
LUMO energy = -0.96 eV
Total charge = 0
E = -40037.2513 eV
Highest occupied orbital energy = -4.49 eV
Orbital gap = 3.5 eV

Structure (XYZ):
```
52
Properties=species:S:1:pos:R:3:mulliken_charge:R:1
P -0.23 0.43 -2.44 1.21
P 1.89 -1.71 0.33 1.37
C 1.39 -0.38 -2.30 -1.00
C 1.50 -1.69 -1.45 -1.27
H 2.19 0.34 -2.05 0.48
H 1.56 -0.70 -3.34 0.60
H 0.62 -2.35 -1.59 0.43
H 2.35 -2.24 -1.87 0.68
C 3.63 -1.24 0.39 -1.49
H 3.96 -1.17 1.44 0.43
H 3.81 -0.27 -0.10 0.33
H 4.21 -2.03 -0.12 0.52
C 1.73 -3.42 0.84 -1.51
H 2.70 -3.90 0.67 0.43
H 0.96 -3.92 0.24 0.41
H 1.46 -3.49 1.90 0.39
C -0.03 1.87 -3.48 -1.57
H -0.86 2.57 -3.32 0.44
H -0.01 1.58 -4.54 0.45
H 0.91 2.37 -3.23 0.42
C -1.27 -0.76 -3.28 -1.41
H -1.19 -1.76 -2.84 0.36
H -0.94 -0.83 -4.33 0.45
H -2.32 -0.45 -3.27 0.42
Sr -3.51 -1.05 2.03 1.66
C 1.17 -0.59 1.59 0.06
C 1.86 0.68 1.54 -1.91
C 1.66 1.48 0.39 1.18
C 0.50 2.54 0.56 -1.09
C -0.58 2.25 -0.35 -1.29
C -0.93 0.93 -0.85 -0.08
C -1.03 -0.39 0.10 0.11
C -0.42 -0.40 1.50 -1.07
C -4.23 1.38 1.85 -1.50
H 1.44 -1.17 2.49 0.83
H 2.37 1.05 2.43 0.06
H 1.30 0.77 -0.38 -1.73
H 2.57 1.97 -0.03 0.65
H 0.12 2.56 1.60 0.21
H 0.94 3.54 0.38 0.48
H -1.19 3.07 -0.72 0.38
H -1.98 1.06 -1.21 0.85
H -0.66 -1.27 -0.47 -0.04
H -2.14 -0.60 0.12 -0.35
H -0.70 0.51 2.05 0.43
H -0.83 -1.26 2.09 0.62
H -5.33 1.38 1.96 0.40
H -3.99 1.97 0.95 0.28
H -3.84 1.96 2.71 0.28
O -3.72 1.11 5.98 -0.59
C -3.53 0.28 5.15 0.60
N -3.33 -0.58 4.31 -1.00
```

=====

no.,largest force on an atom (eV/A)
1,3.23
2,6.12
3,1.07
4,3.33